No. 1
Density functional theory data (ωB97M-V/def2-TZVPD) for a cluster of 8 separate species, C43H84ClN2O25P2 in total at a distorted geometry.

Output
- E_HOMO: -11.5 eV
- Frontier orbital gap: 6.6 eV
- DFT total energy: -131213.7473 eV
- 2S+1: 1
- Molar mass: 1126.54 g/mol
- E_LUMO: -4.86 eV
- Charge: +1

Each line ends with the Mulliken charge.
Cartesian coordinates (Å):
C1 3.809 -2.951 2.169  -0.20
C2 3.906 -2.197 3.595  -0.42
O1 2.581 -2.033 4.173  -0.41
P1 1.807 -0.636 3.614  0.99
O2 2.711 0.378 2.909  -0.74
C3 0.464 -1.114 2.340  0.46
C4 -0.548 -2.201 3.004  -0.97
C5 -1.980 -2.240 2.283  -0.01
N1 -3.150 -1.823 3.043  0.13
C6 -4.498 -1.818 2.485  0.03
P2 -5.981 -1.207 3.533  0.30
O3 -6.791 0.010 2.648  -0.45
Cl1 -5.140 -0.206 5.232  -0.26
C7 -4.805 -2.296 1.051  -0.53
C8 -3.607 -2.767 0.164  -0.19
C9 -2.194 -2.707 0.801  0.42
C10 -0.910 -3.124 -0.046  -0.76
C11 -0.568 -2.129 -1.263  -0.52
C12 -1.028 -0.609 -1.034  -0.11
C13 0.017 0.463 -1.667  -0.11
N2 0.259 1.506 -0.605  -0.46
O4 1.060 0.068 5.004  -0.51
C14 0.330 1.273 4.642  -0.37
C15 -1.262 1.025 4.565  -0.56
H1 3.150 -3.886 2.344  0.11
H2 4.860 -3.371 1.934  0.42
H3 3.401 -2.297 1.330  -0.29
H4 4.544 -1.252 3.572  0.33
H5 4.468 -2.934 4.288  0.32
H6 0.917 -1.546 1.377  -0.03
H7 -0.147 -0.194 1.999  -0.12
H8 -0.077 -3.239 3.084  0.34
H9 -0.748 -1.819 4.074  0.52
H10 -2.967 -1.518 4.012  0.36
H11 -6.184 0.430 1.985  0.35
H12 -5.852 -2.333 0.601  0.37
H13 -3.752 -3.143 -0.907  0.45
H14 -0.002 -3.318 0.630  0.19
H15 -1.156 -4.149 -0.523  0.45
H16 0.550 -2.213 -1.530  0.08
H17 -1.131 -2.532 -2.185  0.40
H18 -2.013 -0.470 -1.624  0.35
H19 -1.171 -0.309 0.057  -0.11
H20 1.007 -0.006 -1.982  -0.14
H21 -0.477 1.029 -2.547  0.33
H22 -0.619 1.748 -0.121  0.18
H23 0.678 2.356 -1.018  0.22
H24 0.699 1.773 3.685  0.31
H25 0.491 2.021 5.507  0.32
H26 -1.502 0.559 3.543  -0.06
H27 -1.831 2.001 4.725  0.43
H28 -1.530 0.245 5.360  0.17
C16 -5.815 2.627 6.812  -0.26
C17 -5.707 4.005 6.186  -0.28
O5 -6.198 5.012 7.077  -0.37
C18 -5.353 5.377 8.055  0.78
O6 -4.240 4.944 8.234  -0.56
O7 -5.971 6.294 8.818  -0.34
C19 -5.213 6.708 9.953  -0.55
H29 -6.836 2.439 7.154  0.36
H30 -5.532 1.853 6.094  -0.40
H31 -5.166 2.539 7.686  0.35
H32 -6.332 4.047 5.290  0.33
H33 -4.682 4.228 5.875  0.25
H34 -4.214 7.041 9.664  0.21
H35 -5.151 5.894 10.678  0.28
H36 -5.733 7.547 10.417  0.23
C20 -0.875 -10.880 -1.099  -1.12
C21 -0.779 -9.491 -1.702  -0.15
O8 -1.301 -8.503 -0.803  -0.35
C22 -0.480 -8.140 0.195  0.73
O9 0.635 -8.555 0.388  -0.54
O10 -1.129 -7.242 0.962  -0.34
C23 -0.396 -6.834 2.115  -0.58
H37 -1.899 -11.088 -0.777  0.30
H38 -0.569 -11.637 -1.823  0.36
H39 -0.239 -10.971 -0.216  0.31
H40 -1.389 -9.445 -2.607  0.30
H41 0.247 -9.248 -1.993  0.29
H42 0.603 -6.482 1.846  0.30
H43 -0.334 -7.658 2.828  0.42
H44 -0.937 -6.010 2.583  0.06
C24 -2.773 7.385 -3.238  -1.09
C25 -3.455 6.853 -1.992  -0.16
O11 -2.757 5.713 -1.472  -0.36
C26 -1.650 5.988 -0.764  0.67
O12 -1.211 7.085 -0.525  -0.54
O13 -1.098 4.820 -0.383  -0.27
C27 0.141 4.967 0.310  -0.74
H45 -2.642 6.589 -3.974  0.28
H46 -3.361 8.190 -3.685  0.36
H47 -1.778 7.774 -3.008  0.31
H48 -4.462 6.514 -2.245  0.28
H49 -3.558 7.626 -1.226  0.31
H50 0.046 5.655 1.152  0.43
H51 0.916 5.307 -0.381  0.39
H52 0.429 3.988 0.697  0.10
C28 -0.744 6.770 7.354  -0.76
C29 -0.489 7.731 6.208  -0.22
O14 0.866 7.637 5.751  -0.35
C30 1.134 6.594 4.951  0.77
O15 0.346 5.754 4.585  -0.56
O16 2.443 6.629 4.644  -0.34
C31 2.879 5.519 3.864  -0.31
H53 -0.010 6.918 8.150  0.32
H54 -1.746 6.914 7.763  0.14
H55 -0.653 5.732 7.026  0.22
H56 -0.632 8.757 6.555  0.33
H57 -1.189 7.571 5.383  0.27
H58 2.262 5.395 2.971  -0.01
H59 2.866 4.610 4.469  0.27
H60 3.905 5.710 3.548  0.25
C32 5.047 -2.233 -6.873  -1.16
C33 3.667 -1.861 -6.366  -0.04
O17 3.507 -2.235 -4.990  -0.18
C34 4.069 -1.408 -4.096  0.59
O18 4.676 -0.395 -4.345  -0.67
O19 3.861 -1.918 -2.868  -0.17
C35 4.484 -1.178 -1.820  -0.52
H61 5.253 -3.291 -6.687  0.27
H62 5.131 -2.038 -7.943  0.41
H63 5.823 -1.662 -6.357  0.32
H64 2.912 -2.414 -6.930  0.35
H65 3.458 -0.797 -6.506  0.09
H66 4.211 -0.122 -1.862  0.35
H67 5.569 -1.297 -1.873  0.37
H68 4.137 -1.585 -0.870  -0.13
C36 2.601 -9.150 -7.262  -1.10
C37 2.685 -7.761 -7.867  -0.16
O20 2.176 -6.774 -6.960  -0.37
C38 3.012 -6.409 -5.975  0.73
O21 4.131 -6.824 -5.800  -0.55
O22 2.375 -5.513 -5.199  -0.32
C39 3.125 -5.103 -4.057  -0.43
H69 1.583 -9.360 -6.924  0.28
H70 2.898 -9.907 -7.990  0.36
H71 3.251 -9.239 -6.388  0.31
H72 2.061 -7.717 -8.762  0.30
H73 3.706 -7.516 -8.174  0.30
H74 4.117 -4.749 -4.340  0.22
H75 3.199 -5.928 -3.344  0.44
H76 2.590 -4.280 -3.582  0.02
C40 0.976 4.730 -9.307  -1.12
C41 0.318 4.222 -8.039  -0.13
O23 1.029 3.098 -7.506  -0.35
C42 2.147 3.392 -6.823  0.66
O24 2.585 4.498 -6.616  -0.55
O25 2.710 2.237 -6.426  -0.22
C43 3.961 2.402 -5.757  -0.35
H77 1.098 3.918 -10.028  0.29
H78 0.378 5.522 -9.762  0.36
H79 1.973 5.127 -9.103  0.32
H80 -0.693 3.874 -8.267  0.29
H81 0.224 5.013 -7.288  0.30
H82 3.878 3.108 -4.928  0.33
H83 4.723 2.730 -6.467  0.31
H84 4.255 1.432 -5.354  -0.04

Atomic forces in eV per Å
0.349 -0.479 1.150
1.866 -1.688 -0.720
-1.413 2.792 -0.950
1.849 2.347 -0.471
-1.914 -2.556 1.689
-1.155 -0.925 0.081
-0.930 0.874 0.305
-2.161 -0.582 -1.900
0.242 -1.396 -4.089
1.506 0.027 -2.546
-1.478 0.412 0.128
2.829 -1.319 0.012
0.246 -0.923 -1.702
4.057 -0.226 1.005
0.752 1.412 4.257
-1.601 0.616 1.244
-0.540 -0.863 -0.125
-0.373 -0.069 -0.240
0.458 0.317 -1.459
-1.145 0.860 0.296
0.202 -0.380 -0.341
0.658 -1.556 -3.067
-1.398 1.774 0.788
0.905 -0.774 -0.245
0.867 1.557 -0.450
-1.683 0.912 0.103
0.613 -0.853 1.138
-1.349 -1.070 -0.100
-1.161 1.231 -0.906
-0.256 0.763 1.642
1.305 -1.229 0.831
-0.766 1.405 -0.288
0.240 -0.784 -1.508
-0.509 0.014 -0.564
-0.783 -0.108 0.745
1.561 0.222 1.091
0.243 0.653 1.816
-1.501 0.484 -0.878
0.370 1.510 0.892
-1.686 0.183 0.621
0.929 0.660 1.378
1.374 -0.150 1.324
0.131 -0.665 -1.408
-1.366 0.574 0.415
0.861 -1.449 0.931
0.628 0.076 -0.738
-0.554 -0.709 0.425
-0.260 -0.866 1.255
-0.002 -1.276 -1.399
0.062 0.864 1.378
0.768 -1.427 -0.280
0.239 1.281 -0.900
0.090 -0.006 0.308
0.113 -0.473 -0.266
0.255 0.309 0.168
-0.238 0.006 0.172
-0.337 0.177 -0.150
0.216 -0.348 -0.476
0.182 0.243 0.451
0.014 0.009 -0.171
-0.157 0.529 0.226
0.037 0.059 -0.124
-0.088 0.248 0.229
-0.068 0.057 0.231
-0.087 -0.188 0.005
0.139 0.051 -0.124
-0.138 -0.149 -0.248
0.038 -0.012 0.345
0.191 -0.651 -0.429
0.234 0.539 0.401
-0.093 -0.460 -0.249
-0.417 0.345 -0.013
0.093 0.013 -0.258
0.178 0.128 0.321
0.021 0.012 -0.181
-0.040 0.087 0.015
0.045 0.032 -0.152
-0.087 0.255 0.246
-0.095 0.062 0.240
-0.041 -0.217 0.007
0.159 0.085 -0.097
-0.186 -0.133 -0.207
0.337 -0.015 -0.005
-0.287 0.549 -0.394
0.297 -0.162 0.479
-0.069 0.155 -0.281
-0.173 -0.508 -0.001
-0.294 0.173 -0.067
0.435 0.018 0.276
-0.169 0.043 0.027
0.001 -0.078 0.047
-0.143 0.046 0.060
0.195 -0.252 0.153
0.214 -0.156 -0.014
0.005 0.025 -0.189
-0.081 0.126 0.122
-0.236 0.004 -0.134
0.152 -0.260 -0.006
-0.592 0.006 0.365
0.203 -0.301 -0.538
0.143 0.217 0.337
0.242 0.224 0.004
-0.560 0.067 0.059
0.287 -0.323 -0.261
-0.104 0.137 -0.028
0.059 -0.004 -0.040
-0.113 0.109 -0.043
0.322 -0.059 -0.147
0.225 -0.115 0.010
-0.038 -0.032 0.186
-0.122 0.029 -0.134
-0.138 0.210 0.199
0.242 0.010 0.256
0.181 0.114 -0.819
-0.014 0.444 0.584
0.041 -0.308 -0.357
-0.240 -0.441 0.299
-0.139 0.126 -0.352
0.200 0.221 0.425
-0.118 0.017 -0.127
-0.061 -0.027 0.073
-0.109 0.051 -0.089
-0.032 -0.051 0.371
0.072 -0.091 0.215
0.125 -0.110 -0.113
-0.103 0.156 -0.051
-0.077 -0.141 -0.245
0.060 -0.032 0.331
0.159 -0.557 -0.373
0.226 0.411 0.286
-0.156 -0.183 -0.015
-0.390 0.244 -0.079
0.142 -0.216 -0.375
0.161 0.117 0.515
0.010 0.016 -0.182
-0.042 0.078 0.016
0.045 0.042 -0.151
-0.081 0.246 0.240
-0.088 0.047 0.240
-0.119 -0.167 0.037
0.143 -0.009 -0.144
-0.075 -0.110 -0.288
0.328 -0.003 -0.020
-0.260 0.477 -0.377
0.233 -0.069 0.439
0.060 -0.084 -0.222
-0.225 -0.420 0.006
-0.409 0.384 -0.122
0.548 -0.149 0.295
-0.170 0.044 0.035
0.001 -0.075 0.042
-0.142 0.043 0.067
0.196 -0.248 0.147
0.216 -0.142 -0.015
-0.017 0.064 -0.225
-0.110 0.157 0.112
-0.269 0.146 -0.224



No. 2
Density functional theory data (ωB97M-V/def2-TZVPD) for an isolated molecule of CHPS3 at a distorted geometry.

Output
- E_HOMO (alpha / beta): -7.8 / -7.8 eV
- Frontier orbital gap (alpha / beta): 6.2 / 6.2 eV
- DFT total energy: -42844.4548 eV
- 2S+1: 1
- Molar mass: 140.19 g/mol
- E_LUMO (alpha / beta): -1.67 / -1.67 eV
- Charge: 0

Each line ends with the natural charge from an NBO analysis.
Cartesian coordinates (Å):
C1 1.355 0.098 0.910  -0.48
P1 -1.115 -0.442 -1.310  0.39
S1 0.709 -1.049 1.781  0.18
S2 -2.079 -0.805 0.350  -0.37
S3 0.175 0.988 -0.282  0.12
H1 0.955 1.209 -1.449  0.16

Atomic forces in eV per Å
0.576 -0.607 0.467
0.099 0.597 1.606
-0.049 0.076 -0.081
0.094 -0.325 -0.501
-0.431 0.353 -3.179
-0.289 -0.094 1.688



> What is the molar mass in the first record?

1126.54 g/mol



> Which formula does entry 2 have?

CHPS3



> DFT total energy of number 1 (C43H84ClN2O25P2)?

-131213.7473 eV